DFT (ωB97M-V/def2-TZVPD) results for a single C24H22N2O8 molecule in a non-equilibrium geometry.

```
56
Properties=species:S:1:pos:R:3
C -6.228 -0.557 2.510
C -6.072 -0.107 1.106
N -6.794 0.855 0.599
O -6.411 1.022 -0.688
C -5.438 0.146 -0.987
C -4.862 0.170 -2.353
C -5.170 -0.611 0.124
C -4.186 -1.724 0.294
O -3.089 -1.660 -0.594
C -2.204 -0.638 -0.479
C -1.159 -0.643 -1.409
C -0.186 0.328 -1.377
C -0.254 1.351 -0.432
C 0.759 2.421 -0.362
O 0.612 3.488 0.174
O 1.902 2.059 -0.991
C 3.004 2.940 -0.862
C 4.261 2.119 -0.681
O 5.269 2.279 -1.315
N 4.184 1.092 0.253
C 3.317 0.932 1.304
O 2.495 1.732 1.662
C 3.534 -0.394 2.055
C 2.168 -1.003 2.401
O 1.467 -1.358 1.235
C 2.236 -2.000 0.301
C 1.596 -2.685 -0.725
C 2.333 -3.351 -1.684
C 3.717 -3.354 -1.622
C 4.364 -2.672 -0.611
C 3.630 -1.988 0.348
O 4.325 -1.304 1.331
C -1.304 1.368 0.479
C -2.267 0.379 0.470
H -5.290 -0.443 3.053
H -6.512 -1.608 2.539
H -6.996 0.037 2.994
H -5.598 0.562 -3.049
H -3.983 0.816 -2.378
H -4.560 -0.830 -2.650
H -4.663 -2.684 0.064
H -3.839 -1.757 1.337
H -1.140 -1.429 -2.148
H 0.623 0.308 -2.089
H 2.835 3.595 0.005
H 3.108 3.551 -1.765
H 4.946 0.419 0.202
H 4.084 -0.170 2.978
H 2.325 -1.888 3.033
H 1.552 -0.270 2.924
H 0.518 -2.677 -0.739
H 1.825 -3.878 -2.476
H 4.295 -3.883 -2.364
H 5.441 -2.654 -0.542
H -1.346 2.167 1.204
H -3.064 0.416 1.195
```

As for the structure (SMILES): Cc1noc(C)c1COc1ccc(C(=O)OCC(=O)NC(=O)[C@H]2COc3ccccc3O2)cc1. The value obtained for the electronic energy is -1639.1918 Eh. The HOMO energy comes out at -8.8160 eV.

DFT (ωB97M-V/def2-TZVPD) results for C24H22N2S4Sr as an isolated structure.

```
53
Properties=species:S:1:pos:R:3
Sr 2.374 -2.726 0.365
S 1.979 0.362 0.341
C 0.353 0.699 0.214
N -0.212 1.780 0.738
C -1.565 2.173 0.334
C -1.724 1.859 -1.128
N -1.498 0.424 -1.312
C -2.430 -0.257 -2.219
C -3.836 -0.242 -1.672
C -4.108 -0.809 -0.429
C -5.396 -0.785 0.082
C -6.424 -0.198 -0.644
C -6.160 0.365 -1.883
C -4.868 0.346 -2.393
C -0.593 -0.208 -0.574
S -0.505 -1.867 -0.459
C 0.493 2.728 1.610
C 0.749 4.034 0.899
C 0.253 5.225 1.413
C 0.481 6.426 0.752
C 1.201 6.438 -0.433
C 1.697 5.248 -0.953
C 1.475 4.052 -0.290
H -1.664 3.244 0.501
H -2.317 1.651 0.931
H -1.026 2.445 -1.732
H -2.740 2.080 -1.450
H -2.071 -1.272 -2.364
H -2.393 0.264 -3.178
H -3.310 -1.284 0.130
H -5.600 -1.235 1.045
H -7.430 -0.184 -0.245
H -6.958 0.822 -2.454
H -4.662 0.788 -3.361
H 1.420 2.259 1.929
H -0.132 2.893 2.490
H -0.312 5.217 2.338
H 0.093 7.348 1.162
H 1.379 7.371 -0.950
H 2.267 5.256 -1.873
H 1.877 3.127 -0.687
S 3.027 -5.157 -0.684
C 4.232 -5.769 0.482
C 4.789 -7.013 0.160
C 5.741 -7.633 0.945
C 6.169 -7.005 2.108
C 5.631 -5.778 2.448
C 4.666 -5.130 1.665
S 4.123 -3.548 2.290
H 4.447 -7.490 -0.751
H 6.145 -8.594 0.652
H 6.916 -7.464 2.745
H 5.958 -5.277 3.350
```

The value obtained for the electronic energy is -2660.7939 Eh. The HOMO energy comes out at -5.8515 eV.

DFT (ωB97M-V/def2-TZVPD) results for C24H22N5OS4W as an isolated structure in a non-equilibrium geometry.

```
57
Properties=species:S:1:pos:R:3
W -0.057 0.401 0.376
C 0.305 -4.895 1.656
S -1.016 -4.369 0.549
C -0.650 -2.712 0.172
S 0.744 -1.872 0.796
N -1.476 -2.183 -0.682
N -1.072 -0.892 -0.966
C -1.294 -0.438 -2.140
C -0.486 0.719 -2.541
C -0.548 1.299 -3.783
C 0.361 2.306 -4.094
C 1.297 2.678 -3.150
C 1.304 2.049 -1.915
N 0.436 1.078 -1.619
H -0.146 -5.598 2.353
H 0.706 -4.056 2.219
H 1.099 -5.386 1.100
H -1.930 -0.986 -2.828
H -1.292 0.967 -4.495
H 0.336 2.783 -5.065
H 2.024 3.451 -3.353
H 2.023 2.285 -1.144
C -0.579 -0.822 3.628
C 0.039 0.263 2.813
N -0.857 1.045 2.180
N -0.259 2.206 1.633
C -0.999 2.751 0.632
S -2.221 1.839 -0.098
S -0.565 4.300 0.051
C 0.988 4.640 0.947
C 0.788 5.380 2.241
C 0.355 6.702 2.263
C 0.213 7.369 3.469
C 0.508 6.719 4.663
C 0.936 5.400 4.646
C 1.074 4.732 3.436
C 1.428 0.698 3.069
C 1.907 0.808 4.375
C 3.167 1.327 4.608
C 3.963 1.709 3.530
C 3.522 1.557 2.226
C 2.260 1.031 1.995
O 1.826 0.835 0.724
H -0.796 -0.402 4.614
H 0.095 -1.666 3.743
H -1.519 -1.150 3.191
H 1.594 5.195 0.230
H 1.464 3.681 1.136
H 0.125 7.215 1.336
H -0.122 8.398 3.480
H 0.405 7.245 5.603
H 1.165 4.892 5.574
H 1.406 3.698 3.417
H 1.275 0.529 5.208
H 3.526 1.445 5.621
H 4.947 2.122 3.710
H 4.149 1.819 1.384
```

As for the expectation value of S²: 2.024. The value obtained for the electronic energy is -2936.3996 Eh. Its spin multiplicity is 3. The HOMO energy (alpha / beta) comes out at -10.5629 / -11.3400 eV. Its total charge is +1.

DFT (ωB97M-V/def2-TZVPD) results for C24H22N6O2Pb as an isolated structure in a non-equilibrium geometry.

```
55
Properties=species:S:1:pos:R:3
N 0.777 4.871 -2.095
C 0.789 5.958 -1.693
C 0.822 7.334 -1.260
H -0.181 7.752 -1.253
H 1.437 7.918 -1.944
H 1.238 7.412 -0.259
N 3.768 -2.743 -0.331
C 4.458 -3.110 -1.183
C 5.356 -3.586 -2.217
H 5.519 -2.814 -2.964
H 4.943 -4.470 -2.694
H 6.322 -3.844 -1.778
N -4.290 -2.852 -2.393
C -5.256 -3.235 -1.878
C -6.484 -3.753 -1.290
H -6.271 -4.397 -0.439
H -7.036 -4.338 -2.030
H -7.126 -2.945 -0.950
Pb -0.170 -0.035 -2.061
C -1.112 -2.493 -1.326
O -1.594 -2.888 -0.360
C 1.931 1.979 -1.209
O 2.240 2.641 -0.325
C 0.594 1.133 -4.043
C -0.828 1.212 -4.050
C -1.597 0.029 -4.089
C -0.953 -1.223 -4.063
C 0.460 -1.310 -4.125
C 1.233 -0.129 -4.187
H 1.178 2.059 -3.939
H -1.342 2.180 -3.989
H -2.689 0.053 -4.124
H -1.562 -2.131 -4.051
H 0.923 -2.306 -4.183
H 2.325 -0.213 -4.349
N -0.796 1.356 9.194
C -0.635 1.060 8.073
C -0.430 0.714 6.699
C -1.264 1.232 5.698
C -1.023 0.937 4.349
C 0.050 0.098 4.014
C 0.897 -0.422 5.003
C 0.628 -0.133 6.347
N 0.308 -0.209 2.667
C 1.355 -0.980 2.179
C 1.301 -0.949 0.834
N 0.206 -0.182 0.464
C -0.402 0.226 1.579
H -2.102 1.868 5.974
H -1.649 1.357 3.557
H 1.762 -1.026 4.715
H 1.269 -0.566 7.113
H 2.058 -1.453 2.834
H 1.972 -1.431 0.139
H -1.327 0.791 1.696
```

The value obtained for the electronic energy is -1597.8421 Eh. The HOMO energy (alpha / beta) comes out at -19.6623 / -19.6623 eV. Its total charge is +4.

Number 3 is which compound? C24H22N5OS4W

Look up the electronic energy of the first one. -1639.1918 Eh

What did the first record say?
DFT (ωB97M-V/def2-TZVPD) results for a single C24H22N2O8 molecule in a non-equilibrium geometry.

```
56
Properties=species:S:1:pos:R:3
C -6.228 -0.557 2.510
C -6.072 -0.107 1.106
N -6.794 0.855 0.599
O -6.411 1.022 -0.688
C -5.438 0.146 -0.987
C -4.862 0.170 -2.353
C -5.170 -0.611 0.124
C -4.186 -1.724 0.294
O -3.089 -1.660 -0.594
C -2.204 -0.638 -0.479
C -1.159 -0.643 -1.409
C -0.186 0.328 -1.377
C -0.254 1.351 -0.432
C 0.759 2.421 -0.362
O 0.612 3.488 0.174
O 1.902 2.059 -0.991
C 3.004 2.940 -0.862
C 4.261 2.119 -0.681
O 5.269 2.279 -1.315
N 4.184 1.092 0.253
C 3.317 0.932 1.304
O 2.495 1.732 1.662
C 3.534 -0.394 2.055
C 2.168 -1.003 2.401
O 1.467 -1.358 1.235
C 2.236 -2.000 0.301
C 1.596 -2.685 -0.725
C 2.333 -3.351 -1.684
C 3.717 -3.354 -1.622
C 4.364 -2.672 -0.611
C 3.630 -1.988 0.348
O 4.325 -1.304 1.331
C -1.304 1.368 0.479
C -2.267 0.379 0.470
H -5.290 -0.443 3.053
H -6.512 -1.608 2.539
H -6.996 0.037 2.994
H -5.598 0.562 -3.049
H -3.983 0.816 -2.378
H -4.560 -0.830 -2.650
H -4.663 -2.684 0.064
H -3.839 -1.757 1.337
H -1.140 -1.429 -2.148
H 0.623 0.308 -2.089
H 2.835 3.595 0.005
H 3.108 3.551 -1.765
H 4.946 0.419 0.202
H 4.084 -0.170 2.978
H 2.325 -1.888 3.033
H 1.552 -0.270 2.924
H 0.518 -2.677 -0.739
H 1.825 -3.878 -2.476
H 4.295 -3.883 -2.364
H 5.441 -2.654 -0.542
H -1.346 2.167 1.204
H -3.064 0.416 1.195
```

As for the structure (SMILES): Cc1noc(C)c1COc1ccc(C(=O)OCC(=O)NC(=O)[C@H]2COc3ccccc3O2)cc1. The value obtained for the electronic energy is -1639.1918 Eh. The HOMO energy comes out at -8.8160 eV.